No. 1
88
Properties=species:S:1:pos:R:3:forces:R:3:lowdin_charge:R:1 method="wB97M-V/def2-TZVPD" homo_energy_ev=-0.07 orbital_gap_ev=3.478 total_charge=-2 lumo_ev=3.4
S -0.357 0.594 0.344 1.7 1.4 -0.1 -0.008
O -0.218 1.932 0.949 -0.5 1.0 1.1 -0.507
O 0.993 0.072 0.176 2.5 -1.2 -0.2 -0.511
O -1.140 -0.335 1.107 -1.9 -1.8 2.6 -0.480
O -0.976 0.722 -0.944 -1.7 0.6 -3.6 -0.489
C -5.300 1.912 -5.280 -0.9 1.1 0.4 -0.011
C -4.688 1.296 -6.492 -0.9 0.6 -0.6 -0.597
O -5.154 1.537 -7.607 0.3 -0.5 0.2 0.009
N -3.667 0.486 -6.252 1.4 -1.3 0.4 0.013
C -2.995 -0.275 -7.320 -1.2 0.9 -0.1 -0.052
H -5.502 2.953 -5.533 0.2 0.2 0.1 0.082
H -4.772 1.883 -4.327 0.2 -0.3 -0.2 0.087
H -6.310 1.531 -5.132 0.1 -0.4 0.0 0.084
H -3.275 0.547 -5.323 0.1 -0.4 -0.1 0.144
H -3.708 -0.973 -7.759 -0.1 -0.2 0.2 0.078
H -2.114 -0.835 -7.007 0.0 0.6 0.2 0.086
H -2.860 0.479 -8.096 0.8 -0.3 -0.3 0.078
C 6.239 8.085 4.208 -0.7 0.0 -0.9 -0.004
C 5.021 7.193 4.021 -0.4 -0.6 1.2 -0.560
O 4.388 6.821 5.000 0.1 0.3 0.2 0.018
N 4.632 6.741 2.811 0.0 0.1 -2.0 0.019
C 5.135 7.082 1.475 0.9 0.0 0.3 -0.080
H 5.978 9.071 3.825 0.1 0.2 0.0 0.078
H 7.056 7.717 3.587 0.3 0.0 0.3 0.070
H 6.449 8.171 5.274 0.1 -0.3 -0.3 0.081
H 3.834 6.123 2.806 0.0 0.1 0.4 0.147
H 4.798 6.418 0.679 -0.5 -0.2 0.5 0.087
H 6.216 6.945 1.447 0.2 0.2 0.1 0.069
H 4.925 8.096 1.134 -0.2 0.1 0.3 0.075
C 3.705 -4.306 3.813 0.0 -0.1 0.3 0.002
C 4.802 -3.461 4.414 -0.5 -0.7 -1.3 -0.620
O 5.599 -3.918 5.188 1.0 -0.9 1.7 0.025
N 4.916 -2.235 3.929 1.0 2.0 -0.8 0.023
C 6.050 -1.344 4.303 -1.1 -0.2 -0.3 -0.045
H 3.149 -4.737 4.645 -0.3 0.2 -0.2 0.082
H 4.183 -5.153 3.321 0.0 0.1 -0.1 0.081
H 3.078 -3.759 3.109 -0.2 -0.2 0.2 0.083
H 4.339 -1.955 3.148 -0.1 0.1 0.3 0.142
H 5.596 -0.511 4.839 0.5 0.0 0.4 0.079
H 6.551 -0.905 3.440 -0.2 -0.3 -0.3 0.073
H 6.794 -1.901 4.873 -0.4 0.1 0.2 0.074
C 4.887 -0.822 -4.864 -1.9 0.7 -0.1 -0.007
C 5.870 -1.822 -4.351 0.3 -0.8 -1.7 -0.572
O 6.602 -2.411 -5.137 0.6 0.1 -0.3 0.012
N 5.783 -2.214 -3.092 -0.9 1.3 2.2 -0.003
C 6.506 -3.241 -2.425 0.0 -1.2 -0.4 -0.078
H 5.111 0.241 -4.943 0.9 -0.2 0.1 0.082
H 3.959 -0.785 -4.295 0.0 -0.3 0.5 0.083
H 4.526 -1.139 -5.843 0.5 -0.1 -0.1 0.082
H 5.128 -1.761 -2.471 -0.1 0.3 -0.4 0.149
H 7.076 -3.803 -3.165 0.2 0.1 0.2 0.083
H 5.747 -3.909 -2.018 0.2 -0.3 0.2 0.086
H 7.128 -2.902 -1.596 0.1 0.2 -0.2 0.082
C -5.738 -3.449 4.140 0.2 -0.6 0.5 -0.020
C -6.534 -3.958 2.956 -0.4 -0.6 1.1 -0.558
O -7.174 -5.013 3.039 0.3 1.4 -0.8 0.016
N -6.434 -3.092 1.922 -0.9 -0.7 -0.3 0.001
C -7.155 -3.246 0.657 1.2 -0.2 -0.3 -0.068
H -6.100 -3.977 5.023 0.1 0.1 0.0 0.077
H -5.770 -2.373 4.308 -0.2 -0.1 -0.2 0.081
H -4.696 -3.725 3.977 0.1 0.0 0.1 0.088
H -5.558 -2.592 1.969 -0.3 0.5 -0.5 0.142
H -6.780 -4.111 0.110 0.1 -0.1 -0.1 0.077
H -6.913 -2.356 0.076 -0.4 -0.1 -0.1 0.084
H -8.230 -3.413 0.729 0.1 0.4 0.6 0.081
C -5.392 4.128 3.211 0.5 -1.1 -0.2 -0.013
C -4.881 5.396 3.826 -1.8 0.7 -0.2 -0.543
O -5.768 6.149 4.273 1.7 -0.1 -0.1 -0.015
N -3.554 5.676 3.843 -1.0 0.7 -0.1 0.024
C -3.100 6.981 4.301 1.1 -0.3 0.5 -0.085
H -4.650 3.473 2.754 0.2 0.0 0.2 0.084
H -6.146 4.282 2.439 0.1 0.6 0.1 0.082
H -5.901 3.593 4.012 0.1 -0.1 0.0 0.081
H -2.883 5.033 3.447 -0.2 0.1 0.0 0.148
H -2.952 6.975 5.381 -0.1 0.0 0.2 0.076
H -3.712 7.858 4.090 -0.4 -0.6 -0.4 0.080
H -2.108 7.140 3.877 0.0 0.1 -0.1 0.080
C -1.593 -5.511 -2.989 1.1 0.7 -0.1 -0.173
C -0.089 -5.845 -3.167 -1.4 -0.8 0.8 -0.157
O -0.059 -6.391 -4.483 -0.8 -0.4 -1.7 -0.220
S -1.443 -7.217 -4.858 0.0 -0.7 0.0 0.751
O -1.222 -8.662 -4.655 -0.6 3.3 -0.1 -0.275
O -1.969 -6.791 -6.158 1.1 -0.5 2.7 -0.262
O -2.341 -6.554 -3.593 0.9 -2.0 -1.5 -0.208
H -1.830 -4.642 -3.603 0.2 0.5 0.5 0.134
H -1.841 -5.366 -1.938 -0.3 -0.2 -0.2 0.142
H 0.278 -6.665 -2.549 -0.3 0.2 0.6 0.126
H 0.526 -4.968 -2.963 0.1 0.0 -0.9 0.142



No. 2
84
Properties=species:S:1:pos:R:3:forces:R:3:lowdin_charge:R:1 method="wB97M-V/def2-TZVPD" homo_energy_ev=-14.43 orbital_gap_ev=3.010 total_charge=+2 lumo_ev=-11.4
In 3.973 -0.693 1.524 -1.4 -0.5 -0.7 1.259
Na 0.098 -0.431 -0.153 -0.3 0.0 -0.1 0.466
C 2.216 -2.243 -2.066 -0.2 2.2 2.4 -0.046
O 2.218 -1.440 -0.809 -0.5 -1.5 -1.8 -0.209
H 3.254 -2.511 -2.262 0.2 -0.2 -0.2 0.111
H 1.646 -3.157 -1.896 0.1 -0.4 0.4 0.102
H 1.734 -1.676 -2.863 0.4 0.1 -0.1 0.073
C 0.334 1.549 2.446 1.7 0.1 -1.9 -0.119
O 1.318 0.735 1.811 -1.1 0.3 0.3 -0.219
H -0.667 1.241 2.142 -0.4 -1.0 0.4 0.096
H 0.439 1.573 3.530 -0.1 -0.2 0.3 0.112
H 0.372 2.552 2.021 0.5 0.4 0.4 0.074
C 1.960 -5.657 0.672 -1.2 2.3 -0.4 -0.050
O 3.305 -5.763 0.234 3.3 1.0 -0.5 -0.014
C 4.250 -4.676 0.234 -3.8 0.4 2.1 -0.449
O 3.976 -3.589 0.814 1.0 -2.3 -1.6 -0.062
O 5.336 -4.998 -0.421 -0.7 -0.5 1.1 0.050
C 6.412 -4.061 -0.444 0.5 1.2 -1.0 -0.010
H 1.623 -4.672 0.348 -0.2 0.3 0.0 0.075
H 1.708 -5.644 1.732 1.0 -0.5 0.0 0.078
H 1.264 -6.319 0.155 0.9 -0.6 -0.2 0.105
H 7.393 -4.501 -0.266 -0.5 -0.6 -0.1 0.111
H 6.348 -3.198 0.219 -0.6 -0.4 0.3 0.080
H 6.358 -3.655 -1.454 0.5 0.0 0.0 0.105
C 4.219 4.393 -2.760 1.0 0.8 0.9 -0.018
O 3.974 3.055 -2.214 -1.3 0.2 0.6 -0.019
C 3.539 2.838 -0.925 2.3 5.1 -2.6 -0.525
O 3.454 1.739 -0.523 -0.9 -1.8 1.6 0.068
O 3.479 4.092 -0.275 -0.6 -2.9 -1.7 -0.035
C 2.937 4.084 1.025 1.0 -0.3 1.0 -0.047
H 4.262 4.412 -3.849 -0.1 -0.8 0.2 0.099
H 5.180 4.707 -2.353 0.3 -0.2 -0.3 0.096
H 3.606 5.237 -2.446 -0.9 -0.7 0.2 0.093
H 3.632 4.723 1.569 -0.7 0.5 0.3 0.110
H 3.087 3.108 1.486 -0.4 -0.2 -0.1 0.075
H 1.890 4.388 1.042 0.2 0.2 0.0 0.100
C -2.951 4.612 -1.188 1.9 1.0 0.2 -0.088
O -4.168 3.967 -1.400 -1.7 -0.6 -1.2 -0.026
C -4.961 4.187 -2.521 1.2 1.8 -1.4 -0.489
O -4.639 4.872 -3.509 -1.0 -2.3 3.1 0.111
O -6.135 3.537 -2.318 2.4 0.4 1.0 -0.007
C -7.053 3.607 -3.349 -2.1 -0.3 -1.9 -0.083
H -2.489 5.195 -1.984 -0.9 0.1 -0.5 0.099
H -2.123 3.945 -0.946 -0.4 -1.0 -0.1 0.073
H -2.961 5.252 -0.305 -0.7 0.2 0.0 0.094
H -7.890 2.933 -3.165 0.2 -0.1 0.7 0.099
H -6.686 3.249 -4.311 0.6 0.3 0.0 0.101
H -7.530 4.578 -3.484 0.5 0.3 0.1 0.108
C 1.504 -5.053 4.731 -1.3 -1.9 3.7 -0.094
O 1.554 -4.389 3.548 -0.1 2.6 -2.5 -0.006
C 1.119 -3.088 3.481 2.1 -0.1 1.7 -0.537
O 1.518 -2.294 2.665 -0.2 -0.1 -1.5 0.047
O 0.516 -2.702 4.578 -1.1 -1.1 0.8 0.004
C -0.065 -1.406 4.786 -0.6 -0.5 -0.6 0.016
H 2.000 -4.601 5.590 0.3 0.7 -0.4 0.108
H 1.885 -6.074 4.743 0.4 0.2 -1.2 0.110
H 0.482 -5.214 5.076 -0.3 0.3 -0.1 0.104
H -0.894 -1.249 4.097 0.4 0.1 -0.6 0.082
H 0.706 -0.639 4.713 -0.2 0.0 0.3 0.096
H -0.619 -1.500 5.720 0.8 0.3 0.4 0.112
C 1.187 1.444 -3.613 2.2 0.0 -1.1 -0.004
O -0.086 1.286 -4.179 2.2 1.5 -2.6 0.080
C -1.032 0.997 -3.440 -5.7 -0.6 1.9 -0.536
O -0.926 0.666 -2.253 -0.9 0.0 -1.0 0.065
O -2.225 1.215 -4.240 1.6 -0.8 1.8 -0.016
C -3.576 0.781 -3.880 0.6 -0.6 1.1 -0.013
H 1.244 1.832 -2.596 -0.4 -0.5 -0.1 0.099
H 1.765 2.101 -4.263 -0.5 0.6 0.0 0.109
H 1.742 0.534 -3.841 -0.1 -0.4 1.0 0.102
H -3.572 0.087 -3.040 0.4 -0.2 0.0 0.079
H -4.046 0.245 -4.704 0.4 0.4 -0.3 0.099
H -4.217 1.589 -3.527 0.4 0.4 -0.5 0.077
C -3.917 -1.991 3.738 0.3 1.1 0.4 -0.027
O -2.933 -2.027 2.700 1.2 1.3 -3.0 -0.045
C -2.918 -1.174 1.585 -3.6 0.4 2.2 -0.472
O -2.133 -1.227 0.689 1.0 -0.1 0.0 0.122
O -3.997 -0.283 1.645 1.9 -0.9 -0.2 -0.032
C -4.430 0.474 0.483 -0.9 -0.2 -1.0 -0.018
H -3.369 -2.360 4.605 -0.3 -0.4 -0.1 0.095
H -4.810 -2.568 3.497 0.2 0.1 0.0 0.109
H -4.138 -0.949 3.971 -0.4 -0.1 -0.1 0.097
H -4.831 1.459 0.720 0.1 -0.3 0.9 0.099
H -5.245 -0.094 0.036 -0.1 0.0 0.2 0.102
H -3.786 0.695 -0.369 1.1 -0.6 0.6 0.078



No. 3
14
Properties=species:S:1:pos:R:3:forces:R:3:nbo_charge:R:1 method="wB97M-V/def2-TZVPD" homo_energy_ev=-8.13 orbital_gap_ev=8.958 lumo_ev=0.8
C 1.969 0.410 1.572 -0.2 0.2 -0.1 -0.256
O 0.537 0.497 1.574 -0.2 0.4 -0.5 -0.514
C -0.113 0.101 0.453 -0.1 0.2 -0.3 0.050
C -1.328 0.830 -1.307 0.3 -0.4 0.4 -0.558
C -1.506 -0.564 -1.537 0.3 0.2 0.4 -0.043
C -1.400 -1.762 -1.324 -0.5 0.2 -0.7 -0.307
H 2.278 -0.638 1.472 -0.1 0.2 0.0 0.184
H 2.382 1.014 0.761 0.1 -0.1 0.0 0.184
H 2.313 0.802 2.535 -0.2 -0.1 -0.3 0.203
H -1.075 -0.306 0.718 0.2 -0.3 -0.2 0.198
H 0.518 -0.270 -0.351 -0.2 -0.4 0.4 0.182
H -2.246 1.342 -0.994 0.5 0.0 0.1 0.222
H -0.778 1.356 -2.100 -0.1 -0.1 0.5 0.220
H -1.551 -2.812 -1.471 0.2 0.2 0.2 0.235



No. 4
21
Properties=species:S:1:pos:R:3:forces:R:3:nbo_charge:R:1 method="wB97M-V/def2-TZVPD" homo_energy_ev="-7.07 / -7.07" orbital_gap_ev="7.623 / 7.624" lumo_ev="0.5 / 0.5"
C -2.752 -0.141 -0.541 0.0 0.1 0.1 -0.670
C 2.093 0.956 -0.348 -0.7 0.3 -0.3 -0.698
C 1.766 -1.564 -0.229 0.1 0.3 -0.1 -0.707
C -0.483 0.484 0.507 -1.6 0.1 -0.4 0.168
C -1.480 -0.420 0.181 0.8 0.9 -0.2 0.312
C 1.312 -0.196 0.231 0.5 -0.9 0.8 0.475
N -0.599 1.889 0.352 0.1 0.0 -0.1 -0.842
O -1.327 -1.655 0.662 0.6 -0.4 0.4 -0.691
N 0.527 -0.118 1.310 1.0 0.2 0.2 -0.694
H -0.495 -1.502 1.259 -0.7 -0.2 -0.5 0.501
H -1.509 2.180 0.024 0.0 0.0 0.0 0.372
H -0.378 2.363 1.220 0.0 -0.1 0.0 0.376
H -3.529 0.199 0.150 0.0 0.0 0.0 0.225
H -2.619 0.621 -1.308 0.0 0.0 0.0 0.218
H -3.102 -1.060 -1.009 0.0 0.0 0.0 0.241
H 1.820 1.907 0.103 0.0 -0.1 0.0 0.242
H 3.159 0.771 -0.186 -0.1 -0.2 0.1 0.237
H 2.390 -1.512 -1.121 -0.1 0.0 -0.1 0.212
H 0.914 -2.221 -0.396 -0.1 0.0 0.0 0.247
H 2.369 -2.012 0.564 -0.1 0.1 0.1 0.245
H 1.924 1.029 -1.424 0.1 0.0 -0.1 0.230



No. 5
16
Properties=species:S:1:pos:R:3:forces:R:3:nbo_charge:R:1 method="wB97M-V/def2-TZVPD" homo_energy_ev=-10.44 orbital_gap_ev=11.329 lumo_ev=0.9
C -1.387 -0.759 -0.527 -0.8 0.2 1.7 -0.642
C -0.223 0.041 -1.087 -0.4 0.0 0.3 -0.199
C 1.060 0.121 -0.323 0.2 -0.1 0.0 -0.186
C 1.381 -0.738 0.876 -0.1 0.0 0.0 -0.619
C 0.080 1.275 -0.263 0.0 0.2 0.0 -0.361
C -0.786 1.386 0.883 0.2 1.5 0.9 0.288
N -1.455 1.619 1.794 0.3 -0.3 -0.4 -0.341
H -2.315 -0.531 -1.048 0.1 0.0 -0.3 0.224
H -1.195 -1.829 -0.657 -0.2 0.1 0.4 0.218
H -1.688 -0.442 0.608 1.1 -1.4 -2.8 0.244
H -0.160 0.158 -2.168 -0.1 -0.1 0.3 0.229
H 1.928 0.362 -0.935 -0.2 0.0 0.1 0.223
H 0.500 -0.945 1.482 0.0 0.0 0.0 0.223
H 1.800 -1.696 0.559 0.0 0.1 0.0 0.218
H 2.117 -0.252 1.522 0.0 0.0 -0.1 0.220
H 0.343 2.228 -0.716 -0.1 -0.2 0.1 0.258



No. 6
4
Properties=species:S:1:pos:R:3:forces:R:3:nbo_charge:R:1 method="wB97M-V/def2-TZVPD" homo_energy_ev=-10.87 orbital_gap_ev=10.775 lumo_ev=-0.1
O -1.113 -0.194 0.006 3.8 3.3 -0.2 -0.338
N -0.048 0.491 -0.010 -8.7 -3.0 0.0 0.291
O 0.969 -0.300 -0.005 2.2 0.6 0.1 -0.443
H 1.485 0.516 0.059 2.7 -0.9 0.0 0.490